# 1
57
Properties=species:S:1:pos:R:3:mulliken_charge:R:1 method="wB97M-V/def2-TZVPD" de_lowest_kcal_mol=75.4 smiles="CCN(CC)S(=O)(=O)c1ccc(C(=O)NCC(=O)N/N=C/c2ccccc2OC)cc1" multiplicity=1 energy_ev=-49231.43811 homo_ev=-8.51
S 6.1988 1.0674 0.9830 1.2997
O -2.2505 0.8948 0.4667 -0.6265
O 0.7577 -2.8350 0.2606 -0.6625
O -8.6529 -1.2221 -0.1164 -0.4162
O 6.0731 2.4611 0.6770 -0.7042
O 6.7839 0.6798 2.2322 -0.7285
N -0.2819 -0.8424 0.2820 -0.0913
N 7.0773 0.3568 -0.2289 0.3140
N -3.8952 -0.6553 0.1782 0.0190
N -4.9237 0.2091 0.2678 -0.4646
C -1.6045 -1.3927 0.1513 -0.7787
C -9.4522 2.3305 0.4139 -0.5812
C 4.5711 0.3167 0.8477 0.0713
C -8.1755 2.8504 0.5528 -0.7748
C -7.0863 2.0084 0.4672 -0.4699
C -8.5556 0.1182 0.1019 0.5133
C 3.5541 1.0034 0.2116 -0.5830
C 2.1113 -0.8933 0.5174 0.6404
C 7.6477 -0.9449 0.0179 -0.3411
C -2.6038 -0.2458 0.2861 0.5561
C 2.3183 0.4005 0.0465 -0.6066
C -9.9304 -1.7947 -0.2670 -0.9300
C 0.8164 -1.6221 0.3440 0.2705
C -7.2532 0.6420 0.2431 0.5956
C -9.6444 0.9776 0.1901 -0.5962
C 9.0595 -1.0600 -0.5484 -1.4023
C -6.1097 -0.2359 0.1560 -0.0492
C 7.4733 1.9023 -2.0887 -1.2493
C 4.3806 -0.9680 1.3207 -0.5716
C 3.1498 -1.5739 1.1497 -0.7253
C 6.6770 0.7078 -1.5762 -0.5742
H -1.7170 -1.8813 -0.8248 0.3095
H 7.0081 -1.7380 -0.3992 0.2923
H 1.5325 0.9328 -0.4682 0.4015
H -4.0953 -1.6483 0.0257 0.2908
H 3.7429 2.0092 -0.1302 0.5466
H 8.5345 1.6707 -2.1061 0.3068
H -1.7802 -2.1502 0.9258 0.3362
H 7.3102 2.7455 -1.4240 0.2871
H -0.2644 0.1554 0.4560 0.2919
H 9.0531 -0.9716 -1.6320 0.3113
H -10.5392 -1.6614 0.6325 0.3619
H -10.3128 2.9795 0.4792 0.3769
H 5.6094 0.9555 -1.5773 0.2959
H 9.6842 -0.2725 -0.1370 0.3328
H 5.1905 -1.4684 1.8269 0.4625
H -6.0789 2.3779 0.5709 0.4872
H 2.9690 -2.5800 1.4967 0.4549
H -10.4576 -1.3789 -1.1311 0.3607
H -9.7576 -2.8576 -0.4292 0.2479
H -6.3134 -1.2993 -0.0116 0.4142
H -10.6503 0.6027 0.0860 0.4087
H 7.1491 2.1662 -3.0924 0.4197
H 6.8216 -0.1604 -2.2252 0.4420
H -8.0356 3.9059 0.7271 0.3729
H 7.6829 -1.0496 1.1029 0.4027
H 9.4839 -2.0243 -0.2812 0.4324

# 2
54
Properties=species:S:1:pos:R:3:mulliken_charge:R:1 method="wB97M-V/def2-TZVPD" multiplicity=5 energy_ev=-51273.47609 homo_ev="-13.90 / -14.49" total_charge=+2
Rh 0.0597 -0.0347 0.0992 -0.5491
S 0.6406 1.6143 1.6453 -0.3581
P 0.9737 -2.0006 0.9657 1.2912
N -1.9320 2.2462 2.0230 0.0683
N -1.0924 0.5299 3.3479 -0.2514
N -0.5083 0.8830 -1.6102 -0.1789
N 0.6661 0.4915 -1.9545 0.1194
C 1.8755 -1.8842 2.5365 -1.2307
C -4.0948 -1.1294 -1.2192 -0.6823
C 1.6954 1.0459 -2.6476 0.4427
C -3.8600 -0.5318 -2.4503 -0.6285
C -0.9176 1.4208 2.3966 0.1289
C -0.2326 -3.3384 1.2005 -1.2858
C 2.5347 2.0791 -4.6485 -0.6805
C 3.8243 2.0354 -4.1187 -0.4185
C -3.3453 1.2741 3.5986 -0.8282
C -2.2709 0.4599 3.9838 0.8753
C -3.1274 -1.1244 -0.2085 -0.2752
C -3.1630 2.1796 2.5833 0.8615
C -1.9397 -0.4833 -0.4753 0.4112
C 1.4681 1.5945 -3.9285 -0.2093
C 4.0481 1.5060 -2.8479 -0.7743
C 2.1705 -2.7039 -0.2096 -1.2848
C -2.6635 0.1252 -2.7213 -0.7093
C -1.7341 0.1457 -1.7007 0.8032
C -4.2119 3.0875 2.0514 -1.4450
C -2.3799 -0.4999 5.1091 -1.2385
C 2.9984 0.9990 -2.1181 -0.1694
H 1.2200 -1.5028 3.3186 0.3059
H 2.3666 2.4916 -5.6339 0.4028
H 2.5533 -3.6433 0.1915 0.4237
H 3.0030 -2.0186 -0.3665 0.3453
H -5.1554 2.9421 2.5684 0.3831
H -4.6274 -0.5647 -3.2119 0.4334
H 2.2390 -2.8765 2.8060 0.4232
H 4.6520 2.4184 -4.6995 0.4199
H -3.3218 -1.6255 0.7318 0.5243
H -0.7350 -3.5463 0.2561 0.3833
H 5.0485 1.4977 -2.4379 0.4047
H -2.4812 0.6116 -3.6711 0.4976
H 3.1431 0.5904 -1.1249 0.3732
H -3.9115 4.1318 2.1629 0.3853
H -3.3877 -0.5393 5.5134 0.3884
H -0.9773 -3.0574 1.9446 0.2757
H 1.6832 -2.8972 -1.1651 0.3790
H -1.6890 -0.1996 5.9002 0.3388
H -4.3018 1.1940 4.0933 0.4267
H -2.0677 -1.4961 4.7939 0.2848
H 2.7211 -1.2062 2.4259 0.3860
H 0.4622 1.6184 -4.3264 0.4259
H -5.0388 -1.6252 -1.0342 0.4694
H -1.7560 2.9382 1.3044 0.3055
H -4.3629 2.9006 0.9857 0.3682
H 0.2917 -4.2344 1.5346 0.4420

# 3
58
Properties=species:S:1:pos:R:3:mulliken_charge:R:1 method="wB97M-V/def2-TZVPD" de_lowest_kcal_mol=42.1 multiplicity=1 energy_ev=-42014.83063 homo_ev=-10.10 total_charge=+1
Pt -0.7058 1.3522 0.1416 0.6617
O -4.3330 -0.3696 -0.1401 -0.7090
O 2.6366 0.1875 -0.7328 -0.7226
O 0.2971 2.9470 1.9642 -0.6760
N 1.4250 1.5468 0.6476 -0.2423
N -0.3294 1.5535 -1.8807 -0.2035
N -0.5906 -1.7134 0.4563 0.1038
N -1.7696 0.8061 1.9204 -0.0353
N 3.7700 1.4454 0.7693 0.1014
N 0.4406 -3.8585 -1.1116 -0.0890
N -2.4989 0.9420 -0.5863 -0.0228
C -4.0588 0.6959 2.5989 -0.6930
C 1.2102 1.3662 -3.6865 -0.8496
C 0.2401 0.7536 -4.4605 -0.3440
C -1.2936 0.9925 -2.6421 0.1725
C -1.4205 1.0769 3.1819 -0.0035
C 2.6383 2.8217 2.3312 -1.0822
C -3.3870 0.3383 0.1987 0.1817
C -1.3601 -2.2816 -0.6263 -0.3233
C -3.6925 0.9791 3.9038 -0.3145
C 0.8873 1.7484 -2.3992 -0.1736
C -1.0279 0.5678 -3.9319 -0.7908
C 0.8340 -1.9409 0.3473 -0.7123
C 5.0105 0.9003 0.2349 -0.9419
C -2.6540 0.9161 -2.0195 -0.6802
C 2.5795 1.0202 0.1796 0.3712
C -2.3511 1.1635 4.2007 -0.8707
C 1.3968 2.4821 1.6729 0.8114
C -1.0430 -3.7526 -0.8747 -0.9559
C -3.0705 0.6194 1.6383 0.5469
C 1.2069 -3.4002 0.1033 -1.0726
C 3.7697 2.2957 1.8384 0.0405
H -0.9510 -1.9824 1.3631 0.3419
H 2.2045 1.5493 -4.0659 0.4412
H 0.6842 -3.2253 -1.8786 0.3661
H 0.7084 -4.8017 -1.3888 0.3427
H -4.4425 1.0613 4.6790 0.4461
H -3.2200 1.7982 -2.3452 0.4231
H -2.4272 -2.1656 -0.4318 0.4011
H 2.2711 -3.5067 -0.1024 0.4670
H 0.9274 -4.0528 0.9298 0.3525
H 4.9841 -0.1872 0.2540 0.2934
H -2.0222 1.3757 5.2075 0.4143
H 1.2367 -1.3266 -0.4671 0.2621
H -0.3689 1.2269 3.3669 0.3933
H -5.0870 0.5450 2.3030 0.5111
H -3.2173 0.0419 -2.3538 0.3969
H -1.5663 -4.1494 -1.7436 0.4488
H 4.7421 2.5174 2.2571 0.3364
H 2.6347 3.4937 3.1736 0.4594
H 1.3257 -1.5945 1.2555 0.6310
H -1.8199 0.1203 -4.5169 0.4882
H 1.6035 2.2324 -1.7582 0.7452
H 5.8385 1.2584 0.8408 0.3183
H -1.1323 -1.7150 -1.5405 0.0943
H 0.4623 0.4366 -5.4711 0.4612
H 5.1517 1.2151 -0.7977 0.2882
H -1.2769 -4.3663 -0.0057 0.3935

# 4
50
Properties=species:S:1:pos:R:3:mulliken_charge:R:1 method="wB97M-V/def2-TZVPD" de_lowest_kcal_mol=29.8 smiles="C=CCc1ccc(OCCCOc2ccc(C)c(C)c2)c(OC)c1" multiplicity=1 energy_ev=-28340.02238 homo_ev=-7.90
O -1.7375 -0.8645 2.4585 -0.3558
O 2.5735 1.2691 1.8364 -0.5050
O -1.5740 1.6224 1.0214 -0.4078
C 1.8451 2.3754 2.3177 -0.8547
C 5.0654 -1.1983 -1.4760 -1.5943
C -5.4515 -2.2217 -0.5033 -1.2136
C 5.3609 1.2262 -3.0940 -1.4520
C -2.4593 0.6235 0.7382 0.1044
C -0.3886 1.3611 1.7489 -0.5527
C -4.8579 -3.0834 -1.5784 0.0772
C -5.3224 -3.1690 -2.8099 -0.7949
C -4.3138 0.0134 -0.6958 -0.6063
C 4.4733 0.1005 -1.0203 1.1232
C -4.4322 -1.2077 -0.0538 0.0626
C -3.3392 0.9077 -0.3012 -0.6980
C 0.5167 2.5794 1.5864 -0.4420
C -2.5835 -0.6087 1.4058 1.1723
C 3.3553 2.5003 -0.1381 -0.6059
C 3.2113 1.3533 0.6295 0.7563
C 4.0534 2.4360 -1.3329 -1.2730
C 4.6160 1.2581 -1.7939 0.8605
C -3.5607 -1.5017 0.9862 -0.2911
C -1.8088 -2.1139 3.0964 -1.0126
C 3.7771 0.1638 0.1724 -0.6057
H 3.6581 -0.7172 0.7847 0.3630
H -6.1952 -2.6212 -3.1263 0.2493
H 0.0151 3.4597 1.9894 0.4247
H 4.8928 0.5294 -3.7890 0.3154
H -4.9777 0.2648 -1.5086 0.3737
H -6.3403 -1.7171 -0.8845 0.4091
H 6.1442 -1.1057 -1.5971 0.3273
H -3.6648 -2.4518 1.4869 0.4116
H 5.3760 2.2120 -3.5519 0.3707
H 6.3894 0.9000 -2.9413 0.3235
H 0.1166 0.4715 1.3576 0.3997
H 4.1582 3.3373 -1.9206 0.3048
H -2.7799 -2.2680 3.5788 0.3478
H -1.6113 -2.9362 2.4009 0.3881
H -1.0301 -2.0942 3.8579 0.2656
H -0.6130 1.1980 2.8092 0.2912
H -5.7416 -2.8518 0.3418 0.3502
H 2.9407 3.4460 0.1733 0.3681
H 4.8637 -1.9870 -0.7562 0.3751
H 4.6490 -1.4915 -2.4393 0.3226
H 0.6920 2.7412 0.5219 0.3343
H -3.2317 1.8622 -0.7918 0.4316
H 1.6540 2.1381 3.3685 0.4676
H -4.8570 -3.7926 -3.5543 0.2618
H -3.9755 -3.6375 -1.2853 0.2857
H 2.4496 3.2901 2.2751 0.3464

# 5
56
Properties=species:S:1:pos:R:3:mulliken_charge:R:1 method="wB97M-V/def2-TZVPD" de_lowest_kcal_mol=0.0 multiplicity=5 energy_ev=-154545.66713 homo_ev="-19.16 / -19.65" total_charge=+4
Pt -0.3443 -0.4291 -0.2487 1.0785
As 0.7214 0.8813 -2.2172 0.4566
As -1.8051 1.7135 0.1060 0.2906
N 1.4976 -0.2793 1.4455 -0.0322
N -1.9993 -4.2560 -1.4381 0.0744
N 3.4290 0.1862 3.2539 -0.4199
N 4.2611 -1.9435 3.0739 -0.2104
N -1.1760 -2.4259 -0.5068 -0.4556
C -1.8855 -5.7467 0.6106 -0.6885
C 1.2412 4.9888 -1.5198 -0.7443
C 2.5494 0.6414 -2.8670 -1.1903
C -1.5286 -5.6989 1.9684 -0.4600
C -1.7487 -4.5756 -0.1220 0.4762
C 0.5158 2.7030 -1.4764 0.4302
C 2.6157 1.1411 2.9524 -0.4483
C -1.2286 -3.3944 0.4617 1.0012
C -1.6489 -2.9893 -1.6267 -0.3649
C -0.6774 4.3721 -0.2080 -0.5165
C -1.0132 -4.5424 2.5541 -0.8243
C 1.4155 3.6707 -1.9165 -0.7081
C 0.2085 5.3387 -0.6721 -0.8224
C -0.5154 3.0472 -0.6034 0.2744
C 2.3336 -1.2352 1.7429 -0.2993
C -2.4608 2.3147 1.8418 -1.1115
C -3.3931 1.9206 -1.0032 -0.9586
C -0.2994 0.8997 -3.8776 -1.0356
C -0.8701 -3.3739 1.8234 -0.3781
C 3.3851 -1.0310 2.7244 0.5267
C 1.5917 0.9167 2.0198 -0.2338
H -2.2423 -6.6676 0.1691 0.4808
H -1.6968 2.3537 2.6171 0.3644
H -3.7536 2.9542 -0.9326 0.4183
H -0.5338 -2.4574 2.2878 0.5337
H 0.8769 1.6913 1.7758 0.5043
H 2.7524 2.0934 3.4546 0.4466
H 2.7106 -0.4259 -3.0569 0.4233
H -3.2511 1.6287 2.1618 0.4226
H 3.3058 0.9879 -2.1611 0.4059
H -1.4819 4.6613 0.4574 0.3816
H 2.2276 3.4058 -2.5853 0.4447
H -0.0147 1.7823 -4.4656 0.4366
H -0.0458 0.0053 -4.4541 0.4396
H -1.7401 -2.4856 -2.5753 0.5220
H -1.3762 0.9231 -3.7079 0.2770
H -3.2072 1.6831 -2.0495 0.2826
H 1.9325 5.7408 -1.8883 0.4489
H 4.2776 -2.8862 2.7114 0.2649
H 2.6621 1.1657 -3.8239 0.4472
H -2.9126 3.3046 1.7211 0.4611
H -4.1685 1.2565 -0.6145 0.4345
H 5.0075 -1.6950 3.7200 0.3216
H 0.0902 6.3675 -0.3421 0.4410
H -2.4072 -4.8858 -2.1237 0.2717
H -0.7686 -4.5566 3.6067 0.4699
H 2.2750 -2.1891 1.2369 0.4742
H -1.6888 -6.5705 2.5857 0.4748